17
Properties=species:S:1:pos:R:3 method="wB97M-V/def2-TZVPD" e_tot_ev=-13311.705 homo_lumo_gap_ev=9.440 mol_weight_g_mol=146.15
C 2.25164 -1.95854 -0.00122
C 1.56353 -0.99028 0.56232
N 1.11493 -0.01107 1.03610
C -0.35043 0.35300 1.15774
C -0.64244 1.23703 0.06942
C -1.82161 1.19186 -0.56141
N -1.09367 -0.84145 1.17179
C -1.42900 -1.89385 0.69773
N -1.83294 -3.05398 0.68244
C -2.67985 -3.73811 0.01334
N -3.32085 -4.49446 -0.53582
H 2.68828 -2.60410 0.68205
H 2.50655 -2.08516 -0.98980
H -0.46469 0.82462 2.22168
H 0.15736 1.82237 -0.23868
H -2.11156 1.79182 -1.35884
H -2.69932 0.81410 -0.19951

---

18
Properties=species:S:1:pos:R:3 method="wB97M-V/def2-TZVPD" e_tot_ev=-15363.183 homo_lumo_gap_ev=8.529 mol_weight_g_mol=162.15
N -1.26816 -3.74471 0.46126
C -1.21038 -2.61634 0.62896
C -1.10281 -1.15478 0.82630
O -2.29424 -0.66800 1.41667
N -0.00508 -0.92951 1.70830
C 0.96089 -0.14693 1.39390
C 1.02127 0.54505 0.16029
C 1.87947 1.50937 -0.44244
C 1.31958 1.84980 -1.63088
N 0.14135 1.14029 -1.79966
C -0.04018 0.35219 -0.72558
N -1.01554 -0.56990 -0.51884
H -2.18441 -0.69082 2.37494
H 1.72710 -0.01785 2.14746
H 2.79082 1.88882 -0.02747
H 1.64722 2.53830 -2.38287
H -0.46064 1.19788 -2.60398
H -1.90626 -0.48287 -0.98635

---

15
Properties=species:S:1:pos:R:3 method="wB97M-V/def2-TZVPD" e_tot_ev=-10879.627 homo_lumo_gap_ev=6.827 mol_weight_g_mol=120.13 charge=+1
C 3.36245 1.76544 -0.58269
C -0.81837 -0.06199 1.61283
C -1.04802 -0.99923 0.62350
C -0.79023 1.32416 1.60627
C 1.14290 0.70577 -0.39463
C -0.93300 -0.66757 -0.77177
C 0.46641 -0.30677 -1.20353
N 2.25880 1.29080 -0.58294
O -0.77085 2.43794 1.60625
H -0.38720 -0.40247 2.52868
H -1.26474 -2.03400 0.76525
H -1.33956 -1.52668 -1.25521
H -1.67980 0.14601 -0.88373
H 0.59650 -0.47274 -2.26615
H 1.20471 -1.19869 -0.80214

---

19
Properties=species:S:1:pos:R:3 method="wB97M-V/def2-TZVPD" e_tot_ev=-27869.518 homo_lumo_gap_ev="8.887 / 4.697" mol_weight_g_mol=200.20 charge=-1
C 1.06603 -0.44208 -0.86719
C 1.08302 0.91743 -0.42099
C 0.41238 -1.32355 0.00200
C 0.41990 1.43045 0.63380
C -0.21920 -0.87817 1.05226
C -0.37202 0.45969 1.38018
C -3.19117 -1.45103 -0.60479
N -2.92035 -0.21653 -0.95243
O -3.38695 -1.80167 0.50641
O -4.76161 0.92716 0.38009
O -2.82027 2.24686 -0.22042
O -1.13979 0.91419 2.30906
S -3.34945 0.92746 0.08210
H 1.62202 -0.71734 -1.78046
H 1.64778 1.60210 -0.92166
H 0.36717 -2.45780 -0.28542
H 0.52582 2.48746 0.87363
H -0.95873 -1.51761 1.49390
H -3.05313 -2.23043 -1.42842

---

20
Properties=species:S:1:pos:R:3 method="wB97M-V/def2-TZVPD" e_tot_ev=-28368.383 homo_lumo_gap_ev="4.518 / 4.514" mol_weight_g_mol=215.10 charge=-2
C -1.17994 -1.44248 -2.14130
C -0.44525 -2.15556 -1.21129
C -1.30116 -0.06593 -2.01071
C 0.17885 -1.49859 -0.16525
C -0.69072 0.59148 -0.96250
C 0.05092 -0.12250 -0.03268
C 0.73803 0.60495 1.04643
N 0.32803 0.23975 2.40618
O 2.19986 0.54817 0.96032
O 1.63409 2.54103 -0.71181
O 0.32353 1.11223 3.24847
O 0.32066 -0.95624 2.68091
O 1.98434 3.09039 1.77120
P 1.57293 2.13693 0.71794
H -1.66166 -1.95797 -2.96775
H -0.35754 -3.23576 -1.29994
H -1.87814 0.49647 -2.73643
H 0.75041 -2.04505 0.56899
H -0.78033 1.65781 -0.83841
H -1.78691 0.46086 1.67761

---

15
Properties=species:S:1:pos:R:3 method="wB97M-V/def2-TZVPD" e_tot_ev=-18128.643 homo_lumo_gap_ev="6.849 / 7.638" mol_weight_g_mol=135.11
C 2.08799 -0.81036 0.11830
C 0.90154 -1.50855 -0.05903
C 2.07799 0.57128 0.13688
C -0.28693 -0.78891 -0.08593
C 0.90141 1.30025 0.01282
C -0.17437 0.55821 -0.08353
C -2.70134 0.92133 -0.31696
N -3.13024 0.52662 0.83427
P -3.28557 -0.83623 -0.10132
H 2.99957 -1.29631 0.45082
H 0.99645 -2.55130 -0.13604
H 2.98047 0.95628 0.54923
H -1.33716 -1.11616 -0.08409
H 0.97071 2.37385 -0.18414
H -3.00051 1.70001 -1.05129

---

14
Properties=species:S:1:pos:R:3 method="wB97M-V/def2-TZVPD" e_tot_ev=-9399.453 homo_lumo_gap_ev=9.278 mol_weight_g_mol=106.12
C 1.77242 0.00027 2.32878
C 1.24901 -0.09661 1.22243
C 0.33630 -0.50773 0.12097
O 0.50527 -1.86548 -0.18148
C 0.55307 0.19757 -1.20642
C -0.47308 0.94611 -1.59718
C -1.57535 0.84767 -0.58847
C -1.11798 0.03455 0.36391
H 2.37196 0.20080 3.18085
H -0.27200 -2.44543 -0.26498
H 1.43555 -0.02872 -1.74213
H -0.56674 1.66689 -2.35638
H -2.52716 1.26507 -0.64927
H -1.69129 -0.21498 1.36937

---

16
Properties=species:S:1:pos:R:3 method="wB97M-V/def2-TZVPD" e_tot_ev=-13495.722 homo_lumo_gap_ev=7.985 mol_weight_g_mol=138.12
O -1.20555 -1.35988 -1.46631
C -0.72913 -1.08562 -0.40657
C 0.43759 -1.69507 0.17977
C 1.09241 -1.17348 1.26549
C 0.55260 0.03578 1.93094
C -0.61946 0.57517 1.57688
C -1.28957 0.14386 0.35058
O -2.18288 0.79433 -0.14832
H 0.83031 -2.64794 -0.16090
H 2.02252 -1.56539 1.77324
H 1.00054 0.35620 2.81089
H -0.81563 1.50200 2.04955
C 0.24856 1.49861 -2.39897
O 1.31432 1.46951 -1.84086
H -0.64984 2.16472 -2.20313
H -0.00679 0.98720 -3.31228